Record 1
21
Properties=species:S:1:pos:R:3 method="wB97M-V/def2-TZVPD" homo_ev=-8.644 gap_ev=9.430 e_above_lowest_kj_mol=371.45 charge=0 energy_ha=-399.60580 smiles="CC(C)=N.NCNO"
C 1.1983 -0.2114 0.3409
C 1.2177 -1.7104 0.2310
C 1.5714 0.3518 1.6873
N 1.2885 0.4692 -0.7631
H -0.8103 0.0484 0.4719
H -0.0507 0.7688 -1.3571
H 1.5007 1.4533 -0.6104
H 0.4622 -2.1507 0.8790
H 2.1946 -2.0921 0.5369
H 1.0367 -2.0248 -0.7952
H 1.0226 -0.1552 2.4791
H 2.6368 0.1944 1.8743
H 1.3733 1.4219 1.7333
N -2.1123 -1.0880 -0.6689
C -1.7091 0.2309 -0.2398
O -1.1528 2.4087 -0.8467
N -1.2259 1.0386 -1.3113
H -1.7173 2.8911 -1.4621
H -2.8615 -1.0128 -1.3478
H -1.3356 -1.5549 -1.1229
H -2.5274 0.7233 0.2917

***

Record 2
21
Properties=species:S:1:pos:R:3 method="wB97M-V/def2-TZVPD" homo_ev="-8.048 / -7.997" gap_ev="7.702 / 7.094" e_above_lowest_kj_mol=602.82 charge=0 energy_ha=-399.51768
C 0.0033 -1.7481 -0.4588
C 1.2514 -0.2625 -1.9195
N 0.4769 -0.4046 -0.7126
C 0.9599 0.5056 0.5612
O 1.7533 1.4373 0.2418
H 1.2925 -0.2317 1.3369
H 1.7352 0.7142 -1.8995
H -0.5235 -1.7806 0.4916
H 0.8294 -2.4715 -0.4424
H -0.6934 -2.0495 -1.2454
H 0.5871 -0.3287 -2.7928
H 2.0096 -1.0498 -2.0178
C -1.0252 0.5365 2.2560
N -0.3854 1.0094 1.0396
N -1.3982 0.5437 -1.0560
H -0.3219 2.0207 0.9411
H -2.0608 1.0594 -0.4774
H -0.8848 1.2723 -1.5597
H -0.4481 0.7916 3.1525
H -1.1375 -0.5460 2.2257
H -2.0197 0.9820 2.3355

***

Record 3
21
Properties=species:S:1:pos:R:3 method="wB97M-V/def2-TZVPD" homo_ev="-18.052 / -18.048" gap_ev="6.895 / 6.889" e_above_lowest_kj_mol=294.93 charge=+2 energy_ha=-398.97092
C -0.9639 -0.4199 0.3200
C 0.0629 -0.6563 1.3519
C -2.7877 0.9377 -0.4764
C 2.6400 -0.2012 -0.6216
N -0.9467 -1.3101 -0.6451
N -1.7793 0.5930 0.4758
N 1.8137 0.9327 -0.1128
O 1.0379 -1.4651 1.2356
H -2.5574 1.8186 -1.2003
H -3.0644 0.1221 -1.1138
H -3.7559 1.4259 0.0852
H 1.7636 -0.8435 -0.9319
H 3.3873 0.1295 -1.3423
H 3.1880 -0.7007 0.2060
H -0.1342 -1.7676 -0.8962
H -1.4614 -1.1475 -1.4742
H 2.2054 1.5983 0.5329
H -1.7694 0.9350 1.4056
H 1.4904 1.4499 -0.9707
H -0.1197 -0.0767 2.2345
H 1.7507 -1.3544 1.9379

***

Record 4
22
Properties=species:S:1:pos:R:3 method="wB97M-V/def2-TZVPD" homo_ev="-8.374 / -8.617" gap_ev="7.083 / 8.886" e_above_lowest_kj_mol=532.24 charge=0 energy_ha=-474.77421
C -1.8452 -0.1545 1.3051
C -2.1473 -1.2799 -0.7880
N -1.3022 -1.0875 0.3612
N 0.9602 -0.4857 0.3916
N 1.9134 -0.4937 1.3734
H 0.9995 -1.3246 -0.1746
H 1.9223 0.4155 1.8219
H 2.8445 -0.7881 1.0837
H -2.7115 -0.6517 1.7744
H -2.2108 0.7774 0.8553
H -1.1186 0.0594 2.0866
H -2.9096 -2.0096 -0.4585
H -1.5867 -1.7448 -1.5964
H -2.6462 -0.3807 -1.1606
C 1.9976 0.9299 -1.3920
C 0.7460 0.7636 -0.5098
O 0.7602 1.8644 0.4327
O -0.3621 0.5593 -1.1307
H -0.1698 2.0914 0.5483
H 2.8979 1.0178 -0.7792
H 1.8818 1.8417 -1.9748
H 2.0865 0.0806 -2.0696

***

Record 5
21
Properties=species:S:1:pos:R:3 method="wB97M-V/def2-TZVPD" homo_ev=-8.739 gap_ev=9.392 e_above_lowest_kj_mol=136.91 charge=0 energy_ha=-722.61674 smiles="[H]/N=C/NC.NCCS"
C 0.9535 2.4745 0.0111
N -0.4165 1.9981 0.2291
C -0.9218 1.5246 1.4094
N -2.0961 0.9345 1.4960
H 1.0349 3.6043 0.1472
H 1.5835 2.0107 0.8046
H 1.3233 2.1559 -0.9768
H -1.0352 1.9099 -0.5656
H -0.2163 1.6557 2.2464
H -2.2269 0.8131 2.5203
C -0.3456 -1.2839 -1.0744
C 0.8204 -1.8768 -0.2976
S 2.0276 -0.5373 0.4126
N -1.1644 -2.4662 -1.5911
H -0.9570 -0.5451 -0.4942
H 0.0545 -0.7868 -1.9576
H 0.4405 -2.4686 0.5280
H 1.4996 -2.5076 -0.8901
H 3.0546 -1.3621 0.8330
H -1.3552 -3.0706 -0.7904
H -2.0575 -2.1763 -2.0000

***

Record 6
21
Properties=species:S:1:pos:R:3 method="wB97M-V/def2-TZVPD" homo_ev=-13.021 gap_ev=10.102 e_above_lowest_kj_mol=156.31 charge=+1 energy_ha=-378.97623
C -1.4107 -0.5151 0.7395
C -2.3317 -0.4755 1.9226
C 2.2999 0.1837 0.0939
C 1.3126 0.6369 -0.9574
N -1.7620 -1.2774 -0.3353
N 1.1981 1.9456 -1.0622
N 1.0873 -0.2857 -1.8678
N -0.3489 0.1616 0.5476
H -1.6491 -0.3162 2.7766
H -3.2024 0.2079 1.6911
H -2.7198 -1.5005 2.0802
H 3.0126 -0.3235 -0.4022
H 2.0429 -0.4254 0.9467
H 2.7377 1.0012 0.5377
H -2.7382 -1.4678 -0.6495
H -1.1224 -1.5827 -1.0223
H 0.7852 2.4132 -1.8261
H 1.2132 2.5876 -0.2862
H 1.0313 -1.2837 -1.5881
H 0.6519 -0.2719 -2.7437
H -0.0876 0.5877 1.4047